C6H11NO | ωB97M-V with the def2-TZVPD basis set

## Properties
Highest occupied orbital energy   -8.09 eV
Lowest unoccupied orbital energy   0.799 eV
ΔE to the lowest compared entry with this formula, charge and spin   5.970 eV
Orbital gap   8.89 eV

Geometry as ORCA input:
```
! wB97M-V def2-TZVPD RIJCOSX def2/J DEFGRID3
* xyz 0 1
O -2.90 -0.11 -0.70
C -2.59 0.52 0.54
C -1.35 1.02 1.01
C -0.45 1.01 -0.21
C 0.69 -0.03 -0.25
C 1.98 0.32 -0.30
N 3.03 -0.62 -0.40
C 0.28 -1.40 0.08
H -3.56 0.58 1.08
H -2.20 -0.56 0.05
H -1.43 1.95 1.62
H -1.08 0.64 -1.02
H 0.01 1.91 -0.60
H 2.30 1.38 -0.12
H 3.25 -1.03 -1.35
H 3.83 -0.28 0.10
H 0.82 -1.90 0.81
H 0.20 -1.88 -0.88
H -0.81 -1.52 0.54
*
```

---

C6H11NO | ωB97M-V with the def2-TZVPD basis set

## Properties
SMILES   C=C(C)C(=O)NCC
Highest occupied orbital energy   -9.12 eV
Lowest unoccupied orbital energy   0.850 eV
ΔE to the lowest compared entry with this formula, charge and spin   1.808 eV
Orbital gap   9.97 eV

Geometry as ORCA input:
```
! wB97M-V def2-TZVPD RIJCOSX def2/J DEFGRID3
* xyz 0 1
C -2.14 0.53 0.22
C 2.55 1.13 -0.41
C -2.96 -0.73 0.36
N -0.59 0.18 -0.28
C 0.29 0.15 0.69
C 1.80 -0.14 -0.15
C 2.23 -1.36 -0.41
O 0.22 0.15 1.88
H -0.39 0.38 -1.25
H -2.53 1.20 -0.54
H -2.03 1.06 1.17
H 2.71 1.66 0.53
H 3.53 0.92 -0.85
H 1.98 1.79 -1.07
H 3.21 -1.54 -0.84
H 1.63 -2.24 -0.23
H -3.99 -0.49 0.64
H -2.54 -1.38 1.13
H -2.99 -1.28 -0.58
*
```

---

C6H11NO | ωB97M-V with the def2-TZVPD basis set

## Properties
SMILES   C[N+]([O-])=C1CCCC1
Highest occupied orbital energy (spin up / spin down)   -7.47 / -7.78 eV
Lowest unoccupied orbital energy (spin up / spin down)   0.916 / 0.880 eV
ΔE to the lowest compared entry with this formula, charge and spin   3.578 eV
Orbital gap (spin up / spin down)   8.39 / 8.66 eV

Geometry as ORCA input:
```
! wB97M-V def2-TZVPD RIJCOSX def2/J DEFGRID3
* xyz 0 1
C 0.33 -0.52 0.17
C -0.88 -1.26 0.56
C 0.07 0.69 -0.64
C -1.95 -0.61 -0.32
C -1.46 0.83 -0.52
C 2.87 -0.13 0.25
N 1.74 -0.88 0.72
O 1.89 -1.89 1.45
H -0.78 -2.33 0.41
H -1.10 -1.10 1.63
H 0.59 1.58 -0.29
H 0.36 0.53 -1.69
H -2.00 -1.12 -1.29
H -2.94 -0.64 0.13
H -1.70 1.42 0.36
H -1.90 1.31 -1.39
H 3.16 -0.44 -0.75
H 2.64 0.94 0.24
H 3.69 -0.33 0.94
*
```

---

C6H11NO | ωB97M-V with the def2-TZVPD basis set

## Properties
Highest occupied orbital energy (spin up / spin down)   -8.02 / -8.02 eV
Lowest unoccupied orbital energy (spin up / spin down)   0.636 / 0.636 eV
ΔE to the lowest compared entry with this formula, charge and spin   6.816 eV
Orbital gap (spin up / spin down)   8.66 / 8.66 eV

Geometry as ORCA input:
```
! wB97M-V def2-TZVPD RIJCOSX def2/J DEFGRID3
* xyz 0 1
C 1.77 0.32 -0.41
C -2.29 -0.52 0.10
C 1.67 0.77 -1.73
C 1.39 1.13 0.77
N -1.51 -1.10 -1.00
O -0.23 -0.58 -1.05
C -1.79 -0.82 1.44
C -1.34 -1.10 2.53
H -1.44 -2.11 -0.88
H 2.19 -0.66 -0.22
H -2.31 0.56 -0.06
H -3.32 -0.89 0.01
H 1.53 1.84 -1.88
H 2.29 0.29 -2.48
H 0.84 0.54 1.50
H 0.78 1.99 0.48
H 2.29 1.51 1.26
H 0.46 0.17 -1.87
H -0.96 -1.33 3.49
*
```